No. 1
Molecular formula: C20H25NO4
Method: DFT, ωB97M-V with the def2-TZVPD basis set

As for the energy relative to the best compared isomer or geometry (same formula, charge and spin): 25.30 kcal/mol. Its SMILES is CC(C)[C@H](OC(=O)C1=Cc2ccccc2OC1)C(=O)NC1CCCC1. For the HOMO energy, the calculation gives -8.54 eV.

```
! RIJCOSX wB97M-V def2-TZVPD def2/J DEFGRID3
* xyz 0 1
C -2.5921 -3.4774 0.8757
C -3.1490 -2.0808 0.6041
C -4.6217 -2.1606 0.2149
C -2.3419 -1.3935 -0.5084
O -0.9585 -1.4302 -0.1438
C -0.0839 -1.0326 -1.0872
O -0.4048 -0.7157 -2.2069
C 1.2972 -1.0069 -0.5819
C 2.2988 -0.5643 -1.3611
C 3.6367 -0.4725 -0.8327
C 4.7472 -0.1785 -1.6213
C 5.9922 -0.0166 -1.0473
C 6.1354 -0.1208 0.3293
C 5.0463 -0.4098 1.1314
C 3.7970 -0.6093 0.5575
O 2.7474 -0.8635 1.3810
C 1.6056 -1.4855 0.8111
C -2.7974 0.0623 -0.7164
O -3.7288 0.3524 -1.4332
N -2.1000 0.9480 0.0181
C -2.1555 2.3768 -0.2017
C -1.9400 3.1271 1.1120
C -0.4151 3.1631 1.3058
C 0.2038 2.8927 -0.0804
C -0.9729 2.8382 -1.0604
H -1.5476 -3.4255 1.1716
H -2.6693 -4.0937 -0.0173
H -3.1572 -3.9531 1.6735
H -3.0450 -1.4758 1.5121
H -5.2024 -2.5679 1.0387
H -4.7462 -2.8076 -0.6502
H -5.0126 -1.1798 -0.0388
H -2.4802 -1.9175 -1.4617
H 2.0984 -0.2330 -2.3690
H 4.6161 -0.0811 -2.6887
H 6.8491 0.2028 -1.6652
H 7.1051 0.0202 0.7822
H 5.1448 -0.4902 2.2023
H 1.7595 -2.5787 0.7961
H 0.7816 -1.2716 1.4963
H -1.3129 0.6160 0.5541
H -3.1207 2.5813 -0.6695
H -2.4544 2.6449 1.9419
H -2.3334 4.1380 1.0095
H -0.0995 4.1286 1.6983
H -0.0971 2.4046 2.0218
H 0.7401 1.9419 -0.0827
H 0.9175 3.6656 -0.3609
H -1.1865 3.8295 -1.4594
H -0.7934 2.1599 -1.8932
*
```

***

No. 2
Molecular formula: C20H26AlAsN5S4Sb
Method: DFT, ωB97M-V with the def2-TZVPD basis set

As for the energy relative to the best compared isomer or geometry (same formula, charge and spin): 0.06 kcal/mol. For the HOMO energy, the calculation gives -7.80 eV.

```
! RIJCOSX wB97M-V def2-TZVPD def2/J DEFGRID3
* xyz 0 1
Al -0.0056 -0.6723 -1.1429
N 1.9517 -4.2977 -2.0777
C 1.8309 -2.8811 -1.9127
N 0.5419 -2.5137 -1.3949
C -0.0913 -3.3385 -0.5540
N -1.2673 -2.9899 -0.0133
N -1.5292 -1.7295 -0.3794
C -2.6640 -1.1577 -0.2450
C -2.7079 0.1966 -0.7937
C -3.8173 1.0202 -0.7499
C -3.7427 2.2744 -1.3382
C -2.5631 2.6815 -1.9335
C -1.4829 1.8164 -1.9228
N -1.5603 0.5974 -1.3874
C 0.4541 -4.6531 -0.2519
C -0.0575 -5.4602 0.7629
C 0.4681 -6.7168 0.9819
C 1.5054 -7.1759 0.1714
C 2.0235 -6.3889 -0.8385
C 1.5053 -5.1126 -1.0528
H 2.7931 -4.5964 -2.5461
H 1.9652 -2.3904 -2.8717
H -3.5238 -1.6410 0.2039
H -4.7211 0.6795 -0.2644
H -4.6029 2.9303 -1.3219
H -2.4635 3.6567 -2.3868
H -0.5223 2.0854 -2.3430
H -0.8683 -5.0769 1.3664
H 0.0790 -7.3415 1.7737
H 1.9207 -8.1615 0.3379
H 2.8348 -6.7502 -1.4586
S 3.2662 -2.2709 -0.8503
As 2.7565 -0.0907 -0.7367
S 1.1087 -0.0087 0.7202
S 1.5420 0.2667 -2.5640
S 4.4138 1.0645 -0.3892
C -0.3899 6.1114 2.2555
C 0.2411 5.8709 0.8873
Sb 0.5295 3.7594 0.4942
C 1.8135 4.0483 -1.2196
C 1.1080 4.7668 -2.3653
C 2.1131 3.4388 1.9262
C 3.0941 4.5903 2.0971
H -0.5431 7.1750 2.4518
H 0.2360 5.7180 3.0595
H -1.3619 5.6190 2.3354
H 1.2034 6.3799 0.8010
H -0.4011 6.2663 0.0970
H 2.1550 3.0616 -1.5314
H 2.6984 4.6001 -0.9007
H 0.2024 4.2386 -2.6797
H 1.7523 4.8452 -3.2435
H 0.8079 5.7786 -2.0857
H 2.6297 2.5438 1.5743
H 1.6423 3.1763 2.8756
H 3.5473 4.8775 1.1465
H 3.9082 4.3093 2.7690
H 2.6154 5.4777 2.5148
*
```

***

No. 3
Molecular formula: C20H26B2F2N10OS2W
Method: DFT, ωB97M-V with the def2-TZVPD basis set

The expectation value of S² is 3.77. As for the energy relative to the best compared isomer or geometry (same formula, charge and spin): 46.61 kcal/mol. For the HOMO energy (alpha / beta), the calculation gives -15.53 / -16.88 eV.

```
! RIJCOSX wB97M-V def2-TZVPD def2/J DEFGRID3
* xyz 3 4
W 0.3130 0.2313 -0.8825
C -0.3845 3.0085 2.4137
C -0.6629 2.4336 1.1817
N 0.1272 1.3757 0.9697
N 0.9188 1.2486 2.0740
C 0.6253 2.2387 2.9397
B 2.1715 0.3940 1.8915
N 1.7736 -1.0588 1.5393
C 2.0483 -2.2037 2.1919
C 1.5138 -3.2614 1.4949
C 0.8982 -2.6739 0.3981
N 1.0457 -1.3443 0.4277
N 2.9762 1.0108 0.7418
C 4.1260 1.7155 0.6704
C 4.3269 2.1088 -0.6300
C 3.2225 1.6163 -1.3209
N 2.4032 0.9743 -0.4877
N 3.0484 0.3115 3.1888
C 4.3053 0.0032 3.3076
C 4.6130 -0.0794 4.7188
C 3.3569 0.1995 5.3466
N 2.4352 0.4176 4.4662
H -0.8608 3.8600 2.8664
H -1.3918 2.7165 0.4435
H 1.1372 2.3254 3.8809
H 2.6074 -2.2109 3.1111
H 1.5696 -4.3064 1.7429
H 0.3795 -3.1453 -0.4178
H 4.7248 1.9175 1.5420
H 5.1538 2.6730 -1.0232
H 2.9837 1.6813 -2.3675
H 4.9547 -0.1799 2.4641
H 5.5680 -0.3127 5.1645
H 3.1298 0.2379 6.4015
C -4.5680 -4.5462 -2.9621
C -3.9765 -3.4369 -2.1789
C -4.5828 -2.8215 -1.1009
C -3.9466 -1.8039 -0.4121
N -2.6978 -1.3952 -0.8229
C -2.0799 -2.0028 -1.8749
S -0.5679 -1.5397 -2.4191
N -2.7416 -3.0071 -2.5137
C -4.6225 -1.1802 0.7542
H -5.6413 -4.6017 -2.8031
H -4.1256 -5.4912 -2.6310
H -4.3620 -4.4364 -4.0276
H -5.5648 -3.1430 -0.7896
H -2.2627 -3.4400 -3.2981
H -5.5266 -1.7337 0.9885
H -4.8987 -0.1505 0.5182
H -3.9762 -1.1544 1.6298
F -2.5731 0.4905 0.5879
B -1.8436 -0.2125 -0.2620
F 1.2349 0.2173 -2.6217
C -0.6401 4.3643 -2.7893
S 0.1965 2.7992 -2.9073
C -0.5428 2.1628 -4.3962
O -0.4769 1.9891 -1.7537
H -0.3286 4.9728 -3.6385
H -0.3194 4.8426 -1.8664
H -1.7168 4.2050 -2.7989
H -0.2198 2.7989 -5.2212
H -1.6270 2.1764 -4.2986
H -0.1594 1.1556 -4.5402
*
```

***

No. 4
Molecular formula: C20H26Br2CaN8O4Se
Method: DFT, ωB97M-V with the def2-TZVPD basis set

As for the energy relative to the best compared isomer or geometry (same formula, charge and spin): 0.00 kcal/mol. For the HOMO energy, the calculation gives -7.70 eV.

```
! RIJCOSX wB97M-V def2-TZVPD def2/J DEFGRID3
* xyz 0 1
Ca -0.1115 0.0816 0.2084
C 3.4143 3.0528 -2.6516
N 2.0985 2.4476 -2.6316
C 1.0354 3.2168 -3.2496
C 1.7849 1.4218 -1.8342
O 0.6365 0.9952 -1.7271
C 2.9101 0.7903 -1.0198
O 2.3920 -0.1517 -0.0921
C 3.0021 -1.4354 -0.1351
C 2.5775 -2.2144 -1.3764
O 2.2098 -1.6091 -2.3729
N 2.6628 -3.5604 -1.3009
C 2.9180 -4.2489 -0.0447
C 2.0816 -4.3573 -2.3647
H 3.5862 3.4917 -3.6340
H 3.4903 3.8431 -1.8983
H 4.1986 2.3202 -2.4854
H 1.2352 3.3412 -4.3145
H 0.0916 2.7006 -3.1122
H 0.9748 4.2018 -2.7786
H 3.6124 0.3119 -1.7031
H 3.4264 1.5698 -0.4554
H 4.0948 -1.3340 -0.1321
H 2.6919 -1.9264 0.7832
H 3.7902 -3.8399 0.4646
H 2.0475 -4.2052 0.6141
H 3.1456 -5.2892 -0.2720
H 1.8508 -3.7078 -3.2029
H 2.7844 -5.1297 -2.6818
H 1.1616 -4.8328 -2.0161
N 0.4505 4.2355 2.2774
C 1.8045 4.2149 2.5021
C 2.3510 3.6604 1.3870
N 1.3674 3.3101 0.4867
C 0.2442 3.6583 1.0742
C -1.1003 3.4344 0.5237
N -1.5252 2.3031 0.0126
C -2.8259 2.5440 -0.3795
C -3.1761 3.8214 -0.0825
N -2.0617 4.3827 0.4980
H -0.2645 4.2814 3.0013
H 2.2310 4.5661 3.4236
H 3.3962 3.4914 1.1876
H -3.4280 1.7737 -0.8292
H -4.0913 4.3681 -0.2146
H -1.9660 5.3247 0.8334
O -6.3728 -2.1478 1.5343
C -5.1638 -1.5800 1.3033
C -4.4453 -0.9039 2.2816
C -3.2216 -0.3705 1.9384
N -2.6918 -0.4663 0.7116
C -3.4098 -1.1070 -0.1871
Br -2.6548 -1.2097 -1.9284
C -4.6453 -1.6886 0.0226
H -6.6120 -2.0228 2.4587
H -4.8192 -0.7929 3.2907
H -2.6401 0.1603 2.6781
H -5.1794 -2.2070 -0.7573
Br -0.1005 -2.6195 0.7025
Se -1.7707 2.5479 4.2930
C -0.6998 1.5174 3.1897
N -0.0645 0.8881 2.4500
*
```

***

No. 5
Molecular formula: C20H26ClFN2O5
Method: DFT, ωB97M-V with the def2-TZVPD basis set

Its SMILES is CCCCOc1cnc2c(OC[C@@H](C)O)c(CCCCl)c(O)c(CC(=O)F)c2n1. For the HOMO energy, the calculation gives -8.62 eV.

```
! RIJCOSX wB97M-V def2-TZVPD def2/J DEFGRID3
* xyz 0 1
C 1.9019 -0.2832 5.9405
C 0.2839 -0.2153 6.1811
C -0.5272 -1.2986 5.3100
C -1.9773 -0.7934 4.8094
O -1.9633 0.5187 4.1859
C -1.4457 0.4817 2.8623
C 0.0956 0.5900 2.6620
N 0.7924 0.5783 1.4176
C -0.1670 0.4423 0.3533
C 0.4140 0.3894 -1.1260
O 1.8488 0.4341 -1.3461
C 2.3731 -0.8537 -0.8908
C 3.5671 -1.4371 -1.7879
C 3.0041 -1.8043 -3.2556
O 4.7608 -0.6122 -1.8049
C -0.4587 0.2915 -2.4007
C 0.0854 0.2828 -3.9058
C 1.0890 1.5576 -4.1228
C 0.9712 2.2157 -5.5864
Cl 0.3479 3.9660 -5.4203
C -2.0404 0.1975 -2.2264
O -2.9238 0.0941 -3.3449
C -2.6260 0.2256 -0.7719
C -4.2385 0.0973 -0.6746
C -4.9986 1.3079 -1.4082
O -4.7677 2.5173 -1.2446
F -6.0328 0.9584 -2.3649
C -1.7058 0.3699 0.5066
N -2.3697 0.3931 1.7838
H 2.1277 -1.0151 5.0723
H 2.3116 0.7471 5.6040
H 2.4330 -0.6437 6.8850
H -0.1214 0.8552 6.0382
H 0.1455 -0.5115 7.2931
H 0.1267 -1.6423 4.4159
H -0.7318 -2.2488 5.9435
H -2.4886 -1.5973 4.1708
H -2.6202 -0.6823 5.7684
H 0.7421 0.6629 3.6162
H 1.4879 -1.5858 -0.7721
H 2.8158 -0.6785 0.1691
H 3.8721 -2.4483 -1.3043
H 1.8730 -1.9372 -3.1739
H 3.4578 -2.8080 -3.5584
H 3.3407 -0.9823 -3.9739
H 4.6024 0.1528 -1.2080
H 0.5521 -0.7052 -4.2385
H -0.7951 0.4827 -4.6351
H 2.1642 1.1850 -3.9402
H 0.8310 2.3707 -3.3408
H 2.0404 2.3103 -6.0178
H 0.2717 1.6277 -6.2764
H -2.5999 -0.5745 -3.9906
H -4.6051 -0.0898 0.3947
H -4.5263 -0.8550 -1.2706
*
```

***

No. 6
Molecular formula: C20H26ClN3O3S
Method: DFT, ωB97M-V with the def2-TZVPD basis set

As for the energy relative to the best compared isomer or geometry (same formula, charge and spin): 46.63 kcal/mol. For the HOMO energy, the calculation gives -8.42 eV.

```
! RIJCOSX wB97M-V def2-TZVPD def2/J DEFGRID3
* xyz 0 1
C -0.6800 -6.6971 2.9943
H -1.5852 -6.1543 3.2546
H -0.8843 -7.7620 3.0707
H 0.0983 -6.4446 3.7102
C -0.2362 -6.3627 1.5650
N 0.0694 -4.9756 1.2860
C -1.0528 -4.0679 1.4018
C -0.6649 -2.7202 0.8022
N 0.4716 -2.1752 1.5258
C 0.8036 -0.8292 1.1004
C -0.1303 0.1961 1.7571
N 0.2054 1.5429 1.3637
C -0.5996 2.2738 0.5524
O -1.7065 1.9092 0.2060
C -0.0185 3.5569 0.1135
C 1.2253 4.1293 0.2400
C 1.1921 5.3263 -0.5014
C -0.0715 5.4108 -1.0283
C -0.6572 6.3353 -2.0032
H -0.2906 7.3519 -1.8893
H -1.7426 6.2979 -1.9917
S -0.1297 5.8278 -3.7632
O 1.3097 6.0598 -3.8188
C -0.3258 4.0465 -3.4440
C 0.8096 3.2934 -3.2109
C 0.6909 1.9573 -2.8761
C -0.5743 1.3949 -2.7887
C -1.7148 2.1420 -3.0454
C -1.5862 3.4780 -3.3782
H -2.4638 4.0768 -3.5674
H -2.6879 1.6865 -2.9615
Cl -0.7326 -0.2611 -2.3522
H 1.5663 1.3590 -2.6774
H 1.7750 3.7731 -3.2801
O -0.7996 4.3457 -0.6539
H 1.9887 6.0275 -0.6404
H 2.0681 3.7513 0.7830
H 1.1331 1.8729 1.5705
H -1.1628 0.0369 1.4438
H -0.0677 0.0948 2.8443
H 0.7554 -0.7155 0.0047
H 1.8290 -0.6132 1.4167
C 1.5888 -3.0952 1.4102
C 1.1995 -4.4415 2.0150
H 2.0372 -5.1378 1.9295
H 0.9716 -4.2861 3.0834
H 2.4420 -2.6856 1.9570
H 1.8815 -3.2475 0.3567
H -1.5062 -2.0315 0.8836
H -0.4245 -2.8570 -0.2664
H -1.9006 -4.4830 0.8523
H -1.3517 -3.9063 2.4515
H 0.6607 -6.9423 1.3250
H -1.0243 -6.6623 0.8674
*
```

***

No. 7
Molecular formula: C20H26Cr2F6MgN5O22P2S
Method: DFT, ωB97M-V with the def2-TZVPD basis set

The expectation value of S² is 12.10. For the HOMO energy (alpha / beta), the calculation gives -4.98 / -5.40 eV.

```
! RIJCOSX wB97M-V def2-TZVPD def2/J DEFGRID3
* xyz -1 7
Cr 0.8509 2.0946 -3.2631
Cr 1.7283 -1.2895 -3.1346
Mg -0.0999 0.5651 -0.4739
O 0.6688 3.9904 -3.0132
H 0.8943 4.9299 -3.1582
O -0.6659 1.6235 -1.9045
H -1.2761 2.3746 -1.7700
C -2.4514 -3.3021 -4.4167
F -3.7149 -3.1279 -4.7974
F -2.3817 -3.8201 -3.2369
F -1.8925 -4.1316 -5.2615
S -1.4213 -1.5782 -4.4117
O -2.1282 -0.6032 -3.6174
O -0.1816 -1.9364 -3.7137
O -1.1350 -1.2179 -5.8471
P 2.0665 0.4907 -5.2175
O 1.0886 0.3303 -4.1222
O 1.9451 1.9910 -4.8278
O 1.2657 -0.1874 -6.3496
O 2.8422 -0.4437 -4.3453
P 2.2050 0.0955 -0.9454
O 1.8670 1.3832 -1.7402
O 1.4955 0.1659 0.4511
O 2.9922 -1.0155 -1.6658
O 0.9498 -0.5464 -1.5702
C 2.0995 -2.9679 2.2360
C 1.3646 -1.8231 3.0038
O 1.6663 -2.0221 4.3371
C 2.7687 -2.8553 4.4041
O 3.3003 -3.2870 5.4371
O 3.1051 -3.2385 3.1053
F 0.0554 -1.8199 2.8053
H 2.2844 -2.5287 1.2556
H 1.5568 -3.8984 2.0698
H 1.6991 -0.8045 2.8072
C -3.2395 -2.3431 5.1950
C -4.0572 -1.1018 5.7022
O -4.4819 -0.5615 4.4919
C -3.6961 -0.8825 3.4429
O -3.5408 -0.3398 2.3310
O -3.1369 -2.0449 3.8105
F -3.2605 -0.3619 6.3547
H -3.9502 -3.1482 5.3813
H -2.2977 -2.4697 5.7291
H -4.8037 -1.3929 6.4413
C 5.2589 1.7806 1.3586
C 4.2051 2.1195 2.2582
O 4.7351 3.2334 2.9919
C 6.0418 3.2070 2.9107
O 6.7724 3.9631 3.5325
O 6.3678 2.2110 2.0695
F 4.0019 1.2354 3.2172
H 5.2075 2.5269 0.5659
H 5.1848 0.8224 0.8443
H 3.3260 2.4737 1.7199
C -2.9127 2.4033 -6.4881
C -1.7991 2.3564 -5.5298
N -0.9542 2.3850 -4.6828
H -3.3751 3.3870 -6.5700
H -3.5956 1.5548 -6.4457
H -2.3919 2.4228 -7.4455
C -0.9508 -4.1818 -0.2185
C 0.2468 -3.8069 -0.9020
N 1.2009 -3.4474 -1.4240
H -0.8477 -4.0955 0.8631
H -1.1020 -5.2597 -0.2761
H -1.8046 -3.5732 -0.5167
C -1.4856 2.3797 3.5866
C -1.1051 2.0395 2.2485
N -0.7516 1.7157 1.1658
H -1.0447 3.3425 3.8447
H -1.3295 1.5670 4.2959
H -2.5599 2.5072 3.4530
C 1.1470 4.4330 0.3422
C 1.1473 4.7740 1.7246
N 1.1201 5.1335 2.8160
H 2.1426 4.2337 -0.0542
H 0.7401 5.1975 -0.3196
H 0.5904 3.5008 0.2459
C -3.8061 -2.1281 -0.5934
C -2.5835 -1.3453 -0.4284
N -1.6290 -0.7184 -0.2675
H -4.0947 -2.4662 -1.5886
H -4.7427 -1.7612 -0.1734
H -3.5177 -3.0662 -0.1191
*
```

***

No. 8
Molecular formula: C20H26CrN4O5S
Method: DFT, ωB97M-V with the def2-TZVPD basis set

The expectation value of S² is 8.78. As for the energy relative to the best compared isomer or geometry (same formula, charge and spin): 9.04 kcal/mol. For the HOMO energy (alpha / beta), the calculation gives -2.15 / -5.41 eV.

```
! RIJCOSX wB97M-V def2-TZVPD def2/J DEFGRID3
* xyz -1 6
Cr 1.3385 -0.3600 -0.5303
C -3.1952 1.7399 5.8510
C -2.6975 0.8506 4.7506
C -2.5648 1.2958 3.3927
C -2.0347 0.5145 2.3753
C -1.7809 -0.8086 2.6387
C -1.9006 -1.3162 3.9279
C -2.3477 -0.4952 4.9511
S -1.1805 -1.8180 1.2813
O -1.2811 -3.1902 1.6894
O -1.9607 -1.4298 0.1275
N 0.2793 -1.2915 1.0099
C 1.2154 -1.6723 2.0518
C 2.5311 -0.8056 1.9655
O 3.2749 -0.6844 2.9187
O 2.8103 -0.3464 0.8004
H -2.5319 1.7289 6.7394
H -4.1764 1.4880 6.1900
H -3.1880 2.8266 5.5759
H -2.9037 2.3366 3.2342
H -1.9407 0.9198 1.3324
H -1.6999 -2.3815 4.1363
H -2.3915 -0.9222 5.9203
H 1.4789 -2.7751 1.9291
H 0.8618 -1.5017 3.0828
C -0.8371 -0.4653 -2.5407
C -1.4170 -0.9862 -3.9228
N -0.8050 -2.2503 -4.3466
C -0.8211 -3.1402 -3.1878
C 0.2198 -2.6471 -2.0911
N 0.4494 -1.2383 -2.3540
C 1.2724 -1.0805 -3.5790
C 0.5923 -1.9102 -4.7159
H -1.4516 -0.6573 -1.6840
H -0.4684 0.6285 -2.5851
H -1.1441 -0.1984 -4.7036
H -2.5049 -0.9968 -3.8624
H -0.6677 -4.1860 -3.4825
H -1.8239 -2.9831 -2.7703
H 1.2112 -3.1547 -2.0583
H -0.2181 -2.7911 -1.0845
H 2.2764 -1.3619 -3.3063
H 1.3501 0.0250 -3.8638
H 1.1719 -2.8863 -4.9022
H 0.5859 -1.4154 -5.6810
O 2.2253 0.9595 -1.7515
N 2.2174 2.2180 -1.1868
C 1.4899 3.1787 -1.8576
C 1.5809 4.4835 -1.4254
C 2.5023 4.8983 -0.4395
C 3.3731 3.8223 0.1505
C 3.2251 2.5527 -0.3281
H 0.9267 2.8847 -2.6910
H 0.9548 5.1477 -1.9710
H 2.6180 5.9068 -0.1953
H 4.1481 3.9863 0.9082
H 3.7538 1.7550 0.1677
*
```

***

no.,energy (eV)
1,-30826.7787
2,-145931.7924
3,-68374.4588
4,-265149.2078
5,-49610.4937
6,-55131.6080
7,-181668.2048
8,-76616.1340